Computed, not measured: a gas-phase ion, CO4P (charge -1) at a distorted geometry, with ωB97M-V/def2-TZVPD.

```
! RIJCOSX wB97M-V def2-TZVPD def2/J DEFGRID3
* xyz -1 1
C -0.89964 -0.00107 0.02743
O -0.13018 0.71224 -0.85962
O -1.90773 0.27656 0.53999
O 2.01492 0.62356 0.72389
O -0.31281 -1.18184 0.13957
P 1.23544 -0.42945 -0.57127
*
```

## Properties
E = -680.503706 a.u.
SMILES = O=[P@]12O[C@]1([O-])O2
Frontier orbital gap = 8.89 eV



Computed, not measured: a molecular structure, C25H19N6O2RuS4 at a distorted geometry, with ωB97M-V/def2-TZVPD.

```
! RIJCOSX wB97M-V def2-TZVPD def2/J DEFGRID3
* xyz 0 2
Ru 0.51685 -0.59186 -0.49176
S 1.52500 -1.85592 -2.03355
C 2.72910 -2.74303 -1.12056
C 3.73656 -3.42965 -1.86027
N 4.53224 -3.99712 -2.46655
C 2.69790 -2.73142 0.23137
S 1.39619 -1.90220 1.06890
C 3.70738 -3.30926 1.05353
N 4.51061 -3.71239 1.77275
O -2.44683 2.50031 0.82330
S -1.39814 1.94528 0.01149
O -0.03086 2.20141 0.45377
N -1.45081 0.36025 -0.17106
C -2.63056 -0.30341 -0.49494
C -3.90267 0.20981 -0.56560
C -4.98760 -0.64129 -0.87051
C -4.81817 -1.98049 -1.07010
C -3.51990 -2.53894 -0.99110
C -3.24030 -3.91371 -1.15082
C -1.95289 -4.35208 -1.04025
C -0.92620 -3.42038 -0.80419
N -1.14487 -2.13226 -0.67294
C -2.43050 -1.69035 -0.73275
C -1.56339 2.65106 -1.60502
C -0.74179 2.21071 -2.63403
C -0.86646 2.77139 -3.89273
C -1.81197 3.76576 -4.11750
C -2.62726 4.20123 -3.08472
C -2.50549 3.64409 -1.81848
H -4.08503 1.25537 -0.36319
H -5.97926 -0.21103 -0.92410
H -5.66039 -2.62773 -1.27768
H -4.05254 -4.60344 -1.34555
H -1.69826 -5.39735 -1.14178
H 0.10070 -3.75150 -0.73430
H 0.00267 1.43990 -2.46290
H -0.22814 2.43240 -4.69753
H -1.91053 4.20032 -5.10368
H -3.36254 4.97485 -3.26180
H -3.13181 3.96725 -0.99875
C 0.77497 1.94266 3.96652
C 1.96158 1.45147 3.21026
C 3.13198 1.00435 3.76791
C 4.15424 0.56950 2.91185
N 3.99914 0.52398 1.58953
C 2.83246 0.87990 1.08453
S 2.45277 0.57766 -0.57810
N 1.86306 1.40946 1.87008
C 5.45864 0.07291 3.43619
H 1.04425 2.18275 4.99154
H 0.00948 1.16391 3.97768
H 0.34518 2.82372 3.48969
H 3.25958 0.99900 4.83980
H 1.00647 1.71333 1.38826
H 5.59657 0.31083 4.48856
H 6.27148 0.49199 2.84494
H 5.48817 -1.01203 3.30634
*
```

## Properties
E = -3130.775297 a.u.
⟨S²⟩ = 0.760
Frontier orbital gap (spin up / spin down) = 6.80 / 6.41 eV



Computed, not measured: 2 unconnected molecules or ions with the total composition C4H4ClF3 at a distorted geometry, with ωB97M-V/def2-TZVPD.

```
! RIJCOSX wB97M-V def2-TZVPD def2/J DEFGRID3
* xyz 0 1
C -2.41715 -0.05798 -0.10405
C -1.42213 0.54527 0.43641
C 0.77597 -0.55188 -0.30061
C 1.90748 0.14589 0.20338
F 0.76885 -1.92912 -0.08618
F 1.85629 0.44705 1.50912
F 3.11894 -0.51197 0.03638
Cl 2.03272 1.77344 -0.72100
H -3.56118 0.04046 -0.00720
H -2.41897 -0.83481 -0.72751
H -0.87191 1.25695 1.03845
H 0.23109 -0.32330 -1.27719
*
```

## Properties
E = -914.404031 a.u.
Frontier orbital gap (spin up / spin down) = 9.24 / 8.15 eV



Computed, not measured: C4H5NO2 in the gas phase at a distorted geometry, with ωB97M-V/def2-TZVPD.

```
! RIJCOSX wB97M-V def2-TZVPD def2/J DEFGRID3
* xyz 0 1
C 0.13897 -0.81895 -1.22762
C 0.20681 -0.28887 0.07903
C 0.86634 1.19041 0.14886
C -1.40082 -0.11049 0.26633
N 0.89985 -0.83762 1.11578
O 0.35650 2.11171 0.70168
O -2.01380 0.84454 -0.08963
H 0.67494 -0.31562 1.96414
H 1.84748 1.19135 -0.33092
H -1.79873 -0.94619 0.85600
H 0.57770 -1.77655 -1.48584
H -0.35524 -0.24373 -1.99779
*
```

## Properties
E = -360.475296 a.u.
Frontier orbital gap (spin up / spin down) = 8.29 / 7.22 eV



Computed, not measured: a molecular structure, C43H61LiN6O3, with ωB97M-V/def2-TZVPD.

```
! RIJCOSX wB97M-V def2-TZVPD def2/J DEFGRID3
* xyz 0 1
Li -0.99790 -1.06655 -0.93044
C 1.35862 6.11447 -0.12965
C 1.56613 4.72990 0.50149
C 3.04847 4.33972 0.37315
C 1.20815 4.82642 1.99072
C 0.72999 3.66453 -0.20181
C 0.22564 2.59131 0.45984
C -0.47311 1.56243 -0.22932
N -1.06713 0.51292 0.31249
C -1.35852 0.18362 1.56056
C -1.33312 1.00473 2.72271
C -1.54507 0.47359 3.95615
C -1.76850 -0.93769 4.06183
C -1.87856 -1.78733 3.00349
C -1.77091 -1.22384 1.65898
O -1.94945 -1.88477 0.61129
C -2.12269 -3.28537 3.18919
C -3.48857 -3.67197 2.59489
C -1.00194 -4.07943 2.49178
C -2.11773 -3.68036 4.66647
C -1.52411 1.30656 5.23134
C -0.41006 0.78714 6.15596
C -1.24917 2.78617 4.95261
C -2.87653 1.19400 5.95051
C -0.55954 1.56244 -1.69746
O -1.04953 0.57264 -2.29238
C -0.10687 2.78442 -2.36257
C 0.50061 3.74613 -1.61236
C -0.34467 2.99443 -3.85891
C 0.21902 4.32974 -4.35086
C -1.86060 2.99161 -4.11987
C 0.32288 1.88643 -4.68371
H 1.81030 6.87888 0.50455
H 1.82883 6.18847 -1.11123
H 0.29612 6.34261 -0.23498
H 3.68473 5.09657 0.83987
H 3.23189 3.37998 0.86024
H 3.33243 4.24833 -0.67740
H 1.75037 5.65484 2.44981
H 0.13792 4.99805 2.12111
H 1.48390 3.91729 2.52676
H 0.40008 2.45096 1.51605
H -1.19405 2.06818 2.59553
H -1.87939 -1.34383 5.05953
H -3.53143 -3.40249 1.54386
H -3.65098 -4.74890 2.68823
H -4.29172 -3.15453 3.12505
H -0.96263 -3.84693 1.42984
H -0.03337 -3.84580 2.94175
H -1.17762 -5.15205 2.60559
H -2.94304 -3.21534 5.21056
H -2.23146 -4.76258 4.74615
H -1.17583 -3.40655 5.14789
H 0.55721 0.84205 5.65199
H -0.36225 1.39513 7.06224
H -0.58042 -0.24765 6.45569
H -0.27448 2.92344 4.47962
H -2.01726 3.21863 4.30880
H -1.24751 3.33789 5.89399
H -3.11275 0.15931 6.20352
H -2.85866 1.77221 6.87714
H -3.67826 1.58041 5.31864
H 0.86000 4.63233 -2.11608
H -0.24209 5.17890 -3.84148
H 1.30210 4.37941 -4.21649
H 0.01029 4.42709 -5.41737
H -2.34322 3.79820 -3.56343
H -2.05774 3.13958 -5.18475
H -2.30099 2.04511 -3.81198
H 1.38996 1.82839 -4.45497
H -0.13139 0.92846 -4.46230
H 0.20919 2.09605 -5.75081
N 3.90575 -0.45132 -1.01507
C 3.50958 -0.50849 0.31876
C 4.45203 -0.07688 1.26788
C 4.13251 -0.14325 2.60629
C 2.89130 -0.64323 2.97773
C 2.03818 -1.05066 1.96944
N 2.32251 -0.98399 0.66936
C 3.27598 -0.79817 -2.20797
C 4.10408 -0.93474 -3.33470
C 3.53409 -1.26054 -4.54636
C 2.15840 -1.42733 -4.61766
C 1.42616 -1.24180 -3.45861
N 1.95828 -0.94096 -2.27614
H 4.86716 -0.18747 -1.13182
H 5.41426 0.30375 0.94612
H 4.84818 0.18207 3.35033
H 2.59812 -0.71894 4.01617
H 1.06845 -1.46238 2.21079
H 5.17383 -0.78762 -3.24480
H 4.15376 -1.37323 -5.42679
H 1.66669 -1.65822 -5.55330
H 0.34772 -1.31415 -3.46393
C -2.96464 -4.67409 -3.45974
N -2.22931 -3.41709 -3.37046
C -3.08227 -2.28973 -3.00379
C -1.00076 -3.43751 -2.72470
O -0.73988 -2.67911 -1.79586
N -0.08141 -4.32890 -3.19694
C 1.16020 -4.50629 -2.46309
C -0.07951 -4.82227 -4.55965
H -3.53921 -4.84924 -2.54236
H -2.28970 -5.51258 -3.60473
H -3.66086 -4.63196 -4.29825
H -3.47800 -2.39265 -1.98697
H -3.90965 -2.24339 -3.71054
H -2.51412 -1.36258 -3.05528
H 1.10881 -3.94436 -1.53543
H 2.00909 -4.13881 -3.04651
H 1.31353 -5.56655 -2.24709
H -0.92657 -4.41936 -5.10624
H -0.11431 -5.91513 -4.58746
H 0.83954 -4.49899 -5.05749
*
```

## Properties
E = -2237.033215 a.u.
Frontier orbital gap (spin up / spin down) = 5.77 / 5.80 eV



Computed, not measured: a gas-phase ion, C10H11N2 (charge +1) at a distorted geometry, with ωB97M-V/def2-TZVPD.

```
! RIJCOSX wB97M-V def2-TZVPD def2/J DEFGRID3
* xyz 1 1
C -0.16877 0.80257 -3.06365
C 1.22408 0.47074 -2.86858
C -1.15670 0.61286 -2.10725
C 1.85606 -0.04779 -1.84945
C -1.54311 0.82123 0.37741
C -0.18137 0.21335 2.09454
C -0.71850 -1.38076 -0.56787
C -1.01014 0.06525 -0.78015
C 0.38462 -0.49255 -0.23242
C 0.07831 -0.27419 3.45944
N -1.33554 0.71513 1.67137
N 0.75439 -0.18697 1.12564
H -0.45146 1.20161 -4.04999
H 1.77277 0.87819 -3.64485
H -2.21585 0.85858 -2.44339
H 2.73817 0.00414 -1.21845
H -1.97752 1.80271 0.19281
H -1.30833 -1.76608 0.26703
H -0.75414 -2.02826 -1.40257
H 0.73165 -1.01079 3.54769
H -0.80254 -0.75143 3.88808
H 0.43089 0.54944 4.06326
H 1.72464 -0.47685 1.27213
*
```

## Properties
E = -496.707403 a.u.
Frontier orbital gap = 8.25 eV



Computed, not measured: a molecular structure, C22H27F2N4O3RuS2Se, with ωB97M-V/def2-TZVPD.

```
! RIJCOSX wB97M-V def2-TZVPD def2/J DEFGRID3
* xyz -2 6
Ru 0.53650 -0.55537 -1.42407
C -3.77164 -2.26917 -1.77790
C -2.46161 -1.53841 -1.83742
N -1.31883 -2.11389 -1.75680
O -1.38612 -3.49119 -1.54654
C -2.50003 -0.07768 -1.94311
C -3.77709 0.62857 -2.26092
N -1.39208 0.57611 -1.67972
O -1.39153 1.85631 -1.70986
H -3.62784 -3.34411 -1.71574
H -4.36899 -2.03738 -2.66152
H -4.33346 -1.92002 -0.90799
H -0.47472 -3.78945 -1.69554
H -4.52519 0.50210 -1.47186
H -4.22316 0.27567 -3.19613
H -3.55258 1.68952 -2.35145
F 1.10495 -2.50287 0.86121
C 1.64996 -1.30294 0.31144
F 1.74956 -0.47283 1.45218
H 2.69164 -1.57860 0.09332
O -3.09259 -0.74574 1.60631
S -1.69790 -1.28607 1.41875
C -0.93841 -1.27735 3.07796
C -1.05246 -2.68054 3.68490
C -2.16395 -3.40197 2.92452
C -1.86881 -3.08281 1.46773
H -1.53842 -0.53145 3.60085
H 0.08762 -0.92942 2.97589
H -1.22995 -2.63765 4.76141
H -0.11016 -3.20841 3.52039
H -3.13884 -2.98560 3.19188
H -2.18137 -4.47537 3.12305
H -2.63279 -3.34552 0.73953
H -0.91291 -3.49377 1.14213
S 1.76693 -5.04298 -2.62074
C 1.55015 -3.40379 -2.78538
N 1.39503 -2.25350 -2.90888
Se 1.87730 1.46031 -2.35186
C 3.64199 1.01623 -2.88953
C 4.06533 -0.27169 -3.23443
C 5.37115 -0.47880 -3.64166
N 6.30536 0.47294 -3.74261
C 5.89726 1.69867 -3.40696
C 4.61934 2.01461 -2.98565
H 3.37180 -1.09989 -3.18289
H 5.68454 -1.48542 -3.90528
H 6.64326 2.48795 -3.47597
H 4.37365 3.03725 -2.72699
C -0.07293 2.24041 1.04627
C 0.02594 3.36373 1.88014
C -0.14003 3.26715 3.28401
C -0.04164 4.38078 4.09194
C 0.22688 5.63393 3.54179
C 0.39690 5.75182 2.16182
C 0.29910 4.64659 1.34296
H 0.03168 2.31171 -0.02786
H -0.27183 1.26399 1.46728
H -0.34859 2.29485 3.71420
H -0.17320 4.27886 5.16349
H 0.30563 6.50630 4.17890
H 0.60934 6.72098 1.72487
H 0.43288 4.73426 0.27216
*
```

## Properties
E = -4791.545790 a.u.
⟨S²⟩ = 8.802
Frontier orbital gap (spin up / spin down) = 5.18 / 6.44 eV



Computed, not measured: 2 unconnected molecules or ions with the total composition C23H20FNO8S at a distorted geometry, with ωB97M-V/def2-TZVPD.

```
! RIJCOSX wB97M-V def2-TZVPD def2/J DEFGRID3
* xyz 0 1
C -0.52361 -2.36449 3.01185
O -0.05741 -1.14000 2.46532
C 0.90552 -1.28701 1.45294
C 0.58506 -0.48493 0.21770
C 1.33440 0.64862 -0.08656
C 1.06530 1.36948 -1.23858
C 0.07391 0.97516 -2.14764
C -0.65986 -0.18715 -1.87583
O -1.64819 -0.66776 -2.67278
C -1.25596 -1.49255 -3.78060
C -0.03276 -2.38439 -3.56167
C 1.29135 -1.72127 -3.95282
O -0.23829 -3.54802 -4.39183
C -0.41057 -0.86677 -0.67246
N -1.21636 -2.04951 -0.40746
C -2.26217 -1.80585 0.15461
S -3.62249 -1.56407 0.85574
C -0.17333 1.82341 -3.34074
O -0.61918 1.41481 -4.38181
C 0.15920 3.26833 -3.18597
C -0.53676 4.22757 -3.91590
C -0.22748 5.57541 -3.75716
C 0.78840 5.94921 -2.88038
C 1.48409 4.99237 -2.14913
C 1.16728 3.64455 -2.29424
C 1.86714 2.58577 -1.53902
O 3.01098 2.69109 -1.19247
H 0.14750 -2.75577 3.77279
H -1.47028 -2.15294 3.49586
H -0.70062 -3.11762 2.24686
H 1.01723 -2.33260 1.16159
H 1.88295 -0.94370 1.79450
H 2.11040 0.95387 0.59646
H -1.11532 -0.90243 -4.68173
H -2.09244 -2.15950 -3.95787
H 0.01352 -2.77998 -2.55384
H 1.13386 -0.83334 -4.55670
H 1.79315 -1.38070 -3.04468
H 1.95480 -2.43971 -4.41844
H -0.11867 -3.25924 -5.30175
H -1.31873 3.92340 -4.59325
H -0.76847 6.32114 -4.31622
H 1.05156 6.98892 -2.75876
H 2.27773 5.27030 -1.47330
C -0.94594 -1.35556 8.34509
C -0.02127 -0.86206 7.25514
O 0.09936 -2.00110 6.42314
C -1.03953 -2.73968 6.56427
O -1.37137 -3.60907 5.83442
O -1.73821 -2.32210 7.64754
F 1.20027 -0.52482 7.73412
H -0.38904 -1.84737 9.14362
H -1.57328 -0.57504 8.76663
H -0.41367 -0.02984 6.66837
*
```

## Properties
E = -2043.149907 a.u.
Frontier orbital gap = 8.54 eV